112
Properties=species:S:1:pos:R:3 method="wB97M-V/def2-TZVPD" mol_weight_g_mol=3411.120 total_charge=-1 orbital_gap_ev=5.5 energy_ev=-2578287.0584
C 2.488 -3.840 0.064
C 3.450 -3.950 -1.260
O 3.650 -5.107 -1.904
O 4.095 -2.746 -1.806
C 3.434 -2.317 -3.052
C 1.805 -1.995 -2.844
C 1.441 -0.817 -3.911
C 0.101 0.058 -3.612
P -0.402 0.258 -1.788
C -2.237 0.246 -2.318
C -2.854 -1.217 -2.708
C -4.182 -1.658 -1.817
F -3.872 -1.961 -0.401
F -5.307 -0.705 -2.017
F -4.646 -2.961 -2.425
C -0.841 0.476 0.098
O -1.174 -0.849 0.719
O -0.413 -0.946 1.784
C -0.374 2.173 -1.891
C 1.116 2.846 -1.950
O 1.328 3.791 -2.909
N 2.279 2.581 -1.021
C 3.359 1.973 -1.910
C 2.775 3.824 -0.320
H 2.293 -4.906 0.530
H 2.900 -3.092 0.887
H 1.444 -3.424 -0.298
H 3.995 -1.319 -3.389
H 3.590 -3.070 -3.961
H 1.691 -1.722 -1.714
H 1.255 -3.017 -3.015
H 2.358 -0.085 -4.129
H 1.258 -1.365 -4.957
H -0.753 -0.363 -4.325
H 0.316 1.157 -4.026
H 0.982 0.312 -1.387
H -0.509 -1.166 -1.546
H -2.383 0.938 -3.279
H -2.975 0.713 -1.504
H -3.247 -1.157 -3.834
H -2.102 -2.111 -2.683
H -1.785 1.146 0.271
H 0.114 0.910 0.641
H -0.516 -1.902 2.093
H -0.948 2.526 -2.874
H -0.954 2.710 -0.999
H 4.206 2.727 -2.221
H 3.853 1.005 -1.466
H 2.819 1.651 -2.903
H 1.976 4.669 -0.454
H 2.899 3.574 0.826
H 3.819 4.220 -0.685
C -3.475 -3.445 3.619
Br -4.025 -1.887 4.646
Br -3.829 -3.222 1.719
Br -1.620 -3.919 3.959
H -4.088 -4.286 3.962
C -8.490 0.604 -0.522
Br -10.254 -0.073 -0.056
Br -8.374 2.533 -0.301
Br -7.080 -0.322 0.447
H -8.338 0.394 -1.586
C -7.979 -3.133 4.465
Br -8.871 -3.881 6.023
Br -6.873 -4.454 3.560
Br -9.237 -2.286 3.247
H -7.307 -2.348 4.828
C 1.559 -0.646 5.077
Br -0.334 -1.076 4.947
Br 2.211 -0.792 6.904
Br 2.627 -1.701 3.840
H 1.669 0.403 4.781
C -11.041 2.095 -3.249
Br -11.940 3.459 -4.305
Br -12.107 0.474 -3.103
Br -9.251 1.726 -3.914
H -10.929 2.496 -2.236
C 0.261 5.852 2.037
Br -0.661 7.204 3.089
Br 2.193 6.058 2.127
Br -0.298 4.052 2.521
H -0.029 6.007 0.992
C 7.160 -2.205 0.028
Br 5.813 -2.226 1.431
Br 8.910 -1.699 0.712
Br 7.221 -3.891 -0.941
H 6.862 -1.434 -0.690
C -5.140 -2.826 8.263
Br -6.487 -2.847 9.666
Br -3.390 -2.320 8.946
Br -5.079 -4.511 7.293
H -5.438 -2.055 7.544
C -1.494 10.714 5.256
Br -2.393 12.079 4.200
Br -2.560 9.094 5.402
Br 0.296 10.346 4.591
H -1.383 11.116 6.269
C 9.111 -1.074 -3.270
Br 8.109 -2.310 -2.150
Br 8.609 -1.227 -5.143
Br 8.971 0.758 -2.631
H 10.165 -1.359 -3.197
C 4.161 4.116 -5.571
Br 3.239 5.468 -4.519
Br 6.093 4.322 -5.481
Br 3.602 2.317 -5.087
H 3.871 4.271 -6.615
C 9.306 -6.999 1.667
Br 8.407 -5.635 0.611
Br 8.240 -8.620 1.813
Br 11.096 -7.367 1.002
H 9.417 -6.597 2.680


77
Properties=species:S:1:pos:R:3 method="wB97M-V/def2-TZVPD" mol_weight_g_mol=797.301 total_charge=-1 s2=8.77 orbital_gap_ev="5.0 / 7.4" relative_energy_ev=0.908 spin_multiplicity=6 energy_ev=-184688.1602
Ru -1.163 -0.066 1.264
N -3.188 -1.117 0.277
C -3.771 -2.469 0.277
C -2.771 -3.542 0.708
C -1.573 -3.717 -0.227
C -0.342 -4.137 0.582
N 0.069 -3.025 1.436
H -3.861 -0.409 0.547
H -2.882 -0.844 -0.649
H -4.183 -2.706 -0.710
H -4.601 -2.490 0.986
H -3.295 -4.494 0.837
H -2.385 -3.238 1.683
H -1.329 -2.764 -0.706
H -1.784 -4.448 -1.011
H 0.456 -4.467 -0.095
H -0.600 -4.982 1.227
H 0.593 -2.341 0.901
H 0.655 -3.325 2.207
N -0.917 2.270 2.182
N -1.996 3.109 1.889
C -2.944 2.684 0.912
O -3.689 3.561 0.472
O -2.927 1.446 0.627
H -0.808 2.144 3.179
H -0.043 2.554 1.767
H -1.815 4.099 1.858
Br -4.922 -3.239 5.304
C -3.617 -2.114 4.497
C -3.960 -0.832 4.072
C -2.984 -0.048 3.503
N -1.701 -0.462 3.312
C -1.386 -1.694 3.794
C -2.297 -2.541 4.376
H -4.964 -0.453 4.201
H -3.212 0.956 3.162
H -0.344 -1.978 3.709
H -1.990 -3.511 4.740
S 2.567 -1.044 3.928
C 1.619 -0.400 2.799
N 0.938 0.069 1.961
C -0.414 0.357 -0.634
Ge 1.231 0.960 -1.388
C 2.811 1.508 -0.332
C 4.076 0.987 -0.587
C 5.200 1.489 0.057
C 5.077 2.529 0.964
C 3.823 3.065 1.224
C 2.708 2.559 0.576
C 0.848 2.578 -2.473
C 1.808 3.136 -3.316
C 1.523 4.258 -4.080
C 0.269 4.850 -4.001
C -0.690 4.321 -3.149
C -0.401 3.192 -2.393
C 1.925 -0.427 -2.643
C 2.479 -1.604 -2.135
C 2.902 -2.623 -2.977
C 2.774 -2.483 -4.353
C 2.216 -1.325 -4.875
C 1.794 -0.310 -4.025
H -1.180 0.427 -1.420
H 4.190 0.178 -1.298
H 6.177 1.068 -0.153
H 5.954 2.926 1.462
H 3.720 3.881 1.929
H 1.736 2.997 0.768
H 2.794 2.682 -3.367
H 2.279 4.676 -4.736
H 0.042 5.724 -4.600
H -1.666 4.784 -3.068
H -1.154 2.785 -1.725
H 2.590 -1.718 -1.060
H 3.334 -3.527 -2.564
H 3.107 -3.274 -5.013
H 2.110 -1.214 -5.948
H 1.354 0.591 -4.440